(1)
Below is a 10-piece molecular cluster, C35H95N11O15 overall in a non-equilibrium geometry, with properties calculated with ωB97M-V with the def2-TZVPD basis set.

Geometry as XYZ:
```
156
C35H95N11O15, DFT ωB97M-V with the def2-TZVPD basis set
C 23.63611 25.14267 -42.86593
O 24.08844 25.68939 -41.68114
C 23.05458 26.29128 -40.94334
C 22.00192 27.22085 -41.50487
N 22.47256 28.58220 -41.53054
C 21.42834 29.59180 -41.97737
C 21.72794 30.00865 -43.41162
O 21.42271 31.39930 -43.51635
C 21.98293 31.99583 -44.77828
H 24.29257 24.38527 -43.29429
H 23.56837 25.85537 -43.68787
H 22.77261 24.49508 -42.71391
H 23.69333 26.80927 -40.22794
H 22.52042 25.56439 -40.33146
H 21.08278 26.95009 -40.98530
H 21.75369 26.95794 -42.53314
H 22.83037 28.78839 -40.60882
H 21.58592 30.48074 -41.36658
H 20.43511 29.18892 -41.77913
H 21.17917 29.44477 -44.16593
H 22.80530 29.89156 -43.52871
H 21.47014 31.53224 -45.62104
H 23.06998 31.97693 -44.70054
H 21.74339 33.05631 -44.70018
C 26.76657 22.87547 -32.13328
O 27.28486 23.31014 -30.83685
C 28.19312 22.37305 -30.33280
C 28.19997 22.26996 -28.74798
N 29.15593 23.09205 -28.05297
C 28.75399 23.13642 -26.62723
C 29.61293 22.39465 -25.65836
O 29.07966 22.63712 -24.32972
C 29.80470 21.89152 -23.29299
H 25.77793 23.32981 -32.19856
H 26.70021 21.80326 -32.31789
H 27.39681 23.23813 -32.94531
H 29.16529 22.43103 -30.82233
H 27.78300 21.40748 -30.62873
H 28.23231 21.25042 -28.36379
H 27.22940 22.67192 -28.45726
H 29.12297 23.97694 -28.53875
H 27.70792 22.90688 -26.42438
H 29.03353 24.18506 -26.52562
H 30.64962 22.70710 -25.78384
H 29.49621 21.31422 -25.74301
H 29.96745 20.81746 -23.38245
H 29.34278 22.09729 -22.32739
H 30.81778 22.29309 -23.31590
C 21.39123 25.94184 -25.60032
O 21.06384 25.80396 -26.94843
C 20.48162 24.60143 -27.33355
C 20.08636 24.63942 -28.90905
N 19.54476 25.92042 -29.26702
C 18.37201 26.34398 -28.41918
C 17.07905 25.40020 -28.58937
O 15.97817 26.11152 -27.88648
C 14.74324 25.39265 -28.05253
H 22.37202 26.41667 -25.57411
H 21.29371 24.98360 -25.09006
H 20.62795 26.49907 -25.05719
H 19.58399 24.27722 -26.80701
H 21.20113 23.79385 -27.19856
H 19.54737 23.76944 -29.28418
H 21.02726 24.64061 -29.45933
H 20.31385 26.57509 -29.26347
H 18.22671 27.33938 -28.83891
H 18.48876 26.37604 -27.33592
H 17.14226 24.43497 -28.08695
H 16.90914 25.29485 -29.66087
H 14.00083 26.02187 -27.56161
H 14.81672 24.40493 -27.59742
H 14.44902 25.22107 -29.08795
C 12.42846 31.63084 -35.32769
O 12.22035 32.73207 -36.15289
C 13.08186 32.64054 -37.25450
C 12.79110 31.51780 -38.28639
N 11.38995 31.63834 -38.62085
C 11.28104 32.17306 -39.94789
C 9.78820 32.22365 -40.42689
O 9.00893 33.25769 -39.78082
C 7.65961 33.34797 -40.09376
H 13.16716 31.91615 -34.57867
H 12.75254 30.73570 -35.85854
H 11.51354 31.30168 -34.83507
H 14.15049 32.73274 -37.06050
H 12.91194 33.56518 -37.80610
H 12.93235 30.53669 -37.83300
H 13.36904 31.53948 -39.21030
H 10.94984 32.26257 -37.95998
H 11.76705 31.66686 -40.78195
H 11.67641 33.17885 -40.08992
H 9.43726 31.20559 -40.25806
H 9.78398 32.41735 -41.49953
H 7.29691 34.08914 -39.38157
H 7.12834 32.44131 -39.80426
H 7.38245 33.57431 -41.12335
C 16.82477 32.34011 -25.11715
O 18.24961 32.61609 -25.08506
C 19.10690 31.98703 -24.10666
C 20.23249 33.03774 -23.70341
N 20.60811 33.82433 -24.91956
C 21.37174 33.08290 -25.94651
C 21.31113 33.74182 -27.36781
O 19.98881 33.70734 -27.98542
C 19.22122 34.85107 -27.69732
H 16.30071 32.45086 -26.06647
H 16.26885 33.04455 -24.49842
H 16.60930 31.30103 -24.86818
H 19.57552 31.16265 -24.64415
H 18.43638 31.76468 -23.27657
H 21.09675 32.47093 -23.35719
H 19.96715 33.76346 -22.93463
H 19.70919 33.95625 -25.36073
H 21.17186 32.01583 -26.04404
H 22.43575 33.26175 -25.79161
H 21.95255 33.15270 -28.02328
H 21.72190 34.74535 -27.47861
H 18.73622 34.62792 -26.74702
H 18.44823 34.96047 -28.45799
H 19.86452 35.72642 -27.78688
N 25.21366 34.68391 -40.72878
C 25.59070 35.89218 -40.75953
N 25.96805 36.24502 -39.62887
O 25.70762 36.62190 -41.74271
H 25.11398 34.30897 -39.79626
H 24.76225 34.38939 -41.58294
H 26.05593 35.52787 -38.92313
H 26.55833 37.06427 -39.60630
N 28.51479 35.05836 -32.89661
C 28.51878 34.46198 -34.05660
N 29.78306 34.53530 -34.45253
O 27.56765 34.17614 -34.79646
H 29.25245 35.02867 -32.20736
H 27.59208 35.33768 -32.59546
H 29.87704 34.43344 -35.45298
H 30.65913 34.71751 -33.98414
N 22.90650 38.58161 -35.31527
C 22.87801 39.09300 -34.09730
N 22.49015 40.30583 -34.14634
O 23.24699 38.52885 -33.10195
H 22.87187 39.23173 -36.08744
H 23.36354 37.69042 -35.44564
H 22.56244 41.04381 -33.46059
H 21.98415 40.54128 -34.98814
C 21.96125 31.35351 -35.33744
O 22.07063 30.01111 -35.76179
H 22.44053 31.96339 -36.10323
H 20.88874 31.48016 -35.18983
H 22.46423 31.50577 -34.38249
H 21.69729 29.37214 -35.15030
C 17.66034 26.60724 -35.20553
O 18.75129 25.75977 -34.94757
H 16.88405 26.31397 -34.49880
H 18.00339 27.64177 -35.21825
H 17.23378 26.27974 -36.15363
H 18.92179 25.87664 -34.01009
```

Properties
SMILES: COCCNCCOC.COCCNCCOC.COCCNCCOC.COCCNCCOC.COCCNCCOC.NC(N)=O.NC(N)=O.NC(N)=O.CO.CO
LUMO, Ha: 0.01058
Relative energy (zero: lowest compared OMol25 entry of this formula, charge and spin), eV: 3.076
Total energy, hartree: -3120.96346

=====

(2)
Below is C36H100As2F12N7O7 as an isolated structure in a non-equilibrium geometry, with properties calculated with ωB97M-V with the def2-TZVPD basis set.

Geometry as XYZ:
```
164
C36H100As2F12N7O7, DFT ωB97M-V with the def2-TZVPD basis set
C 16.24859 17.48941 3.06811
C 16.93070 17.78429 1.69050
N 16.09298 18.80531 0.89469
C 16.04181 20.13386 1.66731
C 16.95372 19.11673 -0.36585
C 17.24884 17.82118 -1.16637
C 14.72499 18.29461 0.64455
C 13.81301 19.24994 -0.20432
O 14.23762 19.38884 -1.52515
C 13.36464 20.29094 -2.29323
H 16.94996 17.06184 3.78460
H 15.35751 16.86709 2.98566
H 15.97066 18.35718 3.66630
H 17.00763 16.83422 1.16177
H 17.91620 18.24952 1.71139
H 15.14391 20.08073 2.28297
H 16.00023 20.99884 1.00537
H 16.96317 20.28171 2.23063
H 17.83295 19.69607 -0.08404
H 16.51760 19.93194 -0.94319
H 18.12600 17.27354 -0.82173
H 17.54495 18.17215 -2.15493
H 16.34642 17.21020 -1.18764
H 14.30415 17.93936 1.58518
H 14.78584 17.33642 0.12854
H 13.80312 20.18999 0.34731
H 12.75915 18.99339 -0.09635
H 13.87992 20.67053 -3.17555
H 12.98679 21.12514 -1.70209
H 12.43838 19.80232 -2.59555
C 6.93012 10.06080 -2.82989
C 7.90279 10.68672 -3.89084
N 7.77911 12.24871 -4.06594
C 7.81993 12.89862 -2.61969
C 8.90395 12.87198 -4.99938
C 10.31036 12.47124 -4.58198
C 6.40242 12.71043 -4.64381
C 5.99249 11.83467 -5.79299
O 4.78496 12.29018 -6.33460
C 4.00823 11.24405 -6.95110
H 5.84580 10.14356 -2.90395
H 7.24069 10.33014 -1.82039
H 6.86647 8.99417 -3.04517
H 7.71115 10.25325 -4.87241
H 8.92775 10.51825 -3.56043
H 7.00975 12.45085 -2.04418
H 7.78293 13.98798 -2.61499
H 8.78328 12.67594 -2.16091
H 8.86445 13.95920 -4.93222
H 8.74945 12.71647 -6.06711
H 11.04623 13.06108 -5.12850
H 10.46976 11.41262 -4.78698
H 10.49404 12.67762 -3.52757
H 6.55505 13.74885 -4.93790
H 5.64497 12.60621 -3.86696
H 5.81981 10.81555 -5.44704
H 6.76524 11.79930 -6.56091
H 3.33682 10.78317 -6.22660
H 4.58495 10.44786 -7.42183
H 3.33398 11.63100 -7.71514
C 13.81679 16.41601 -6.33229
C 14.78412 17.44324 -5.69379
C 14.57930 18.88413 -6.21117
O 13.60256 19.58188 -5.45194
C 13.34978 20.94242 -5.79137
N 14.66873 17.35339 -4.16567
H 15.23001 18.09306 -3.76824
H 13.78271 17.35618 -3.68083
H 15.02635 16.43738 -3.93517
H 13.95308 16.53059 -7.40765
H 12.73895 16.39890 -6.17083
H 13.91114 15.34941 -6.12843
H 15.81809 17.16938 -5.90357
H 14.29551 18.92170 -7.26291
H 15.56115 19.35043 -6.29262
H 12.50286 21.36459 -5.25045
H 13.03479 20.95373 -6.83480
H 14.24430 21.56028 -5.71281
C 6.19950 16.61284 -1.97617
C 7.09037 17.52678 -2.83940
C 6.22382 18.53377 -3.68272
O 7.05869 19.49188 -4.32195
C 6.40980 20.55292 -4.93664
N 8.03065 18.35052 -1.92529
H 8.27431 19.21142 -2.39387
H 7.62827 18.59724 -1.03236
H 8.84582 17.79606 -1.70581
H 5.64373 16.07127 -2.74163
H 5.41068 17.15311 -1.45274
H 6.70013 15.92636 -1.29337
H 7.75662 16.94978 -3.48071
H 5.46873 19.06991 -3.10783
H 5.76258 18.09236 -4.56619
H 5.75971 20.27808 -5.76727
H 7.20010 21.18073 -5.34821
H 5.79975 21.19778 -4.30411
C 16.88921 10.73587 -1.61372
C 15.67866 11.01965 -2.60830
C 14.84158 9.82228 -3.18196
O 14.08101 10.25098 -4.22282
C 13.12870 9.28969 -4.77532
N 14.74019 12.00526 -1.89866
H 14.36123 11.63198 -1.04009
H 15.13261 12.87503 -1.56759
H 13.92690 12.11090 -2.48814
H 17.53500 9.95036 -2.00619
H 16.80881 10.43374 -0.56952
H 17.45362 11.66829 -1.62502
H 16.02599 11.63241 -3.44016
H 14.18838 9.36151 -2.44094
H 15.51464 9.02528 -3.49800
H 12.35152 9.13348 -4.02719
H 13.56413 8.36229 -5.14737
H 12.58831 9.70893 -5.62404
C 10.28022 18.87706 -5.61608
C 9.93496 19.29874 -7.03338
C 10.77361 18.68102 -8.14617
O 10.17609 18.92459 -9.39609
C 11.08928 18.88935 -10.46372
N 8.40944 18.93395 -7.31940
H 8.38626 18.90945 -8.32883
H 8.12993 18.02304 -6.98440
H 7.88027 19.68038 -6.89169
H 11.16028 19.36414 -5.19614
H 10.27766 17.80185 -5.43712
H 9.68989 19.27101 -4.78879
H 10.05400 20.37027 -7.19383
H 10.69300 17.59571 -8.20694
H 11.78449 19.08250 -8.07516
H 11.29269 17.93283 -10.94517
H 12.07919 19.29403 -10.25296
H 10.75148 19.47762 -11.31691
C 10.14392 15.62236 2.48125
C 10.43071 14.18817 2.89729
C 9.18803 13.27331 2.76236
O 8.74050 13.27071 1.38977
C 7.62810 12.41268 1.15972
N 11.54996 13.66947 1.98049
H 12.46254 14.04812 2.19005
H 11.46535 12.67826 2.15500
H 11.44073 13.72434 0.97792
H 11.05940 16.21260 2.44087
H 9.47018 16.04152 3.22857
H 9.69479 15.65487 1.48862
H 10.98156 14.04930 3.82755
H 8.41798 13.85961 3.26373
H 9.24414 12.34140 3.32494
H 7.83329 11.43427 1.59414
H 7.38835 12.21894 0.11421
H 6.66561 12.68073 1.59544
As 10.96406 10.09663 -0.31188
F 11.18442 9.78092 -2.05025
F 9.29107 9.42457 -0.34939
F 10.96089 10.47141 1.43126
F 12.63428 10.72407 -0.22141
F 10.46189 11.72824 -0.58331
F 11.46432 8.39579 0.13884
As 11.49866 15.70891 -2.02728
F 10.69695 17.03630 -1.14319
F 11.24562 14.57144 -0.63857
F 12.32165 14.35544 -2.91082
F 11.89054 16.82964 -3.33283
F 13.05779 16.21280 -1.26902
F 9.96322 15.21649 -2.81770
```

Properties
LUMO, Ha: -0.39975
Relative energy (zero: lowest compared OMol25 entry of this formula, charge and spin), eV: 0.000
Total energy, hartree: -8009.80965
Total charge: +5